<A>
13
Properties=species:S:1:pos:R:3 method="wB97M-V/def2-TZVPD" lumo_ha=0.03308 homo_lumo_gap_ev=10.22 smiles=CCN.O homo_energy_ev=-9.319
O -2.52 0.79 -0.38
N 1.23 -0.91 -0.95
C 0.94 0.70 0.87
C 0.80 -0.74 0.42
H 0.75 -0.26 -1.56
H -0.22 -1.08 0.62
H 0.62 0.75 1.92
H -2.16 0.11 0.19
H -2.38 1.67 -0.04
H 1.98 1.04 0.83
H 0.35 1.37 0.26
H 1.45 -1.32 1.07
H 1.07 -1.86 -1.28


<B>
13
Properties=species:S:1:pos:R:3 method="wB97M-V/def2-TZVPD" lumo_ha=0.04220 homo_lumo_gap_ev=10.41 homo_energy_ev=-9.265
O 1.17 -0.15 -0.74
N 0.39 -0.59 2.17
C -0.29 0.13 -0.74
C 0.70 0.74 -1.71
H 0.92 1.88 -1.59
H -8.04 -0.31 1.43
H -7.63 -0.17 2.07
H -0.84 -0.76 -1.04
H 0.82 0.31 2.44
H 0.17 -1.01 3.14
H -0.11 -0.76 1.33
H -0.47 0.54 0.27
H 0.60 0.39 -2.67


<C>
13
Properties=species:S:1:pos:R:3 method="wB97M-V/def2-TZVPD" lumo_ha=0.03618 homo_lumo_gap_ev=9.39 smiles=CNC.O homo_energy_ev=-8.403
O -0.59 -2.50 2.06
N 0.09 0.36 -0.04
C 0.69 1.69 -0.07
C -0.44 -0.02 -1.33
H -0.06 2.44 -0.36
H -0.85 -1.03 -1.24
H -0.46 0.09 0.73
H 0.12 -1.98 2.37
H -1.17 0.71 -1.72
H 1.08 1.89 0.93
H 0.35 -0.07 -2.08
H -0.29 -3.25 1.53
H 1.51 1.66 -0.78


<D>
13
Properties=species:S:1:pos:R:3 method="wB97M-V/def2-TZVPD" lumo_ha=0.02983 homo_lumo_gap_ev=10.77 smiles=CN.CO homo_energy_ev=-9.957
O 2.53 -0.34 -0.76
N -0.80 1.49 -0.24
C 1.94 -1.33 0.17
C -1.93 0.41 0.04
H 1.91 0.46 -0.48
H 1.82 -0.88 1.31
H -1.65 -0.29 0.87
H -2.43 -0.36 -0.89
H 0.93 -1.66 -0.16
H 2.47 -2.41 0.05
H -2.82 0.79 0.40
H -1.11 1.98 -1.04
H -0.84 2.14 0.74


Most stable structure - <A>; separation to the second - 10.8 kcal/mol.